1.
Computed, not measured: 7 unconnected molecules or ions with the total composition C10H35N13O7 at a distorted geometry, with the ωB97M-V functional and the def2-TZVPD basis.

Structure (ORCA input):
```
! RIJCOSX wB97M-V def2-TZVPD def2/J DEFGRID3
* xyz 0 1
C -18.36154 22.68714 -4.26669
O -19.10572 22.07623 -3.58205
N -17.17769 22.41694 -4.65379
N -18.77171 23.73494 -4.84829
H -16.69608 23.00105 -5.32235
H -16.64054 21.60921 -4.37244
H -19.71655 23.99800 -4.60712
H -18.28119 24.01651 -5.68507
C -13.03560 20.13134 -5.26970
O -13.00635 20.48625 -6.38966
N -12.02285 20.31828 -4.48270
N -13.96415 19.42948 -4.69638
H -11.15753 20.66503 -4.87140
H -12.06812 19.87819 -3.57474
H -13.94020 19.23491 -3.70559
H -14.80247 19.16420 -5.19330
C -17.27877 17.92093 -2.23796
O -16.36069 17.20196 -1.84549
N -17.89127 17.85828 -3.34618
N -17.89441 18.89936 -1.60823
H -18.55579 18.55147 -3.65923
H -17.86227 17.08665 -3.99721
H -18.60919 19.52103 -1.95853
H -17.58342 19.02819 -0.65597
C -12.50559 19.93583 0.58076
O -12.83218 19.42432 -0.43973
N -12.01371 19.27063 1.60071
N -12.81906 21.11435 0.90873
H -11.76171 19.60385 2.52025
H -11.85015 18.29852 1.38081
H -12.84290 21.76740 0.13862
H -12.55585 21.44446 1.82625
C -10.76119 21.51982 -10.70833
O -9.96662 21.75360 -11.60911
N -12.06416 21.64510 -10.92150
N -10.41236 21.08382 -9.51652
H -12.25690 22.40050 -11.56362
H -12.63280 21.33437 -10.14677
H -9.48085 21.24888 -9.16276
H -11.08469 20.87088 -8.79352
C -14.77892 25.41475 -8.17461
O -15.73418 24.93008 -7.53520
N -14.80759 26.52732 -8.78920
N -13.66657 24.82932 -8.20814
H -15.75339 26.87053 -8.87739
H -14.01631 27.04529 -9.14369
H -13.66365 23.92271 -7.76302
H -12.88156 25.06728 -8.79740
C -6.32148 23.97167 -5.14844
C -5.90413 23.60642 -3.70805
C -4.86115 24.57213 -3.14583
O -5.40750 25.95655 -3.15129
C -4.47793 26.89748 -2.62387
N -7.09786 23.68352 -2.98465
H -7.11472 23.30767 -5.49190
H -5.49554 24.02132 -5.85799
H -6.81855 24.94120 -5.18064
H -5.42193 22.62896 -3.72051
H -3.93542 24.49098 -3.71550
H -4.74733 24.24101 -2.11360
H -3.52075 26.95875 -3.14172
H -4.50152 26.54616 -1.59231
H -5.01752 27.84060 -2.71029
H -7.09666 23.29355 -2.05297
H -7.48159 24.61768 -2.97111
*
```

* energy above the lowest of the compared OMol25 structures with the same formula, charge and spin: 5.764 eV
* gap between HOMO and LUMO: 9.414 eV
* SMILES: COC[C@H](C)N.NC(N)=O.NC(N)=O.NC(N)=O.NC(N)=O.NC(N)=O.NC(N)=O

***

2.
Computed, not measured: 7 unconnected molecules or ions with the total composition C10H35O7 at a distorted geometry, with the ωB97M-V functional and the def2-TZVPD basis.

Structure (ORCA input):
```
! RIJCOSX wB97M-V def2-TZVPD def2/J DEFGRID3
* xyz 0 2
O 0.20546 0.51469 -0.59552
H -0.64065 0.22254 -0.24863
H 0.77488 -0.24878 -0.71585
H 0.66777 1.19814 -0.10483
C 0.78803 -3.59736 0.53251
C 1.35309 -3.01388 -0.77383
C 1.69160 -4.10623 -1.79122
O 0.46748 -2.09685 -1.31852
H 1.40606 -4.44072 0.84055
H -0.21917 -4.00931 0.46958
H 0.76766 -2.80299 1.27860
H 2.32098 -2.53779 -0.61691
H 0.77678 -4.55595 -2.17716
H 2.26344 -4.89587 -1.30382
H 2.20873 -3.74877 -2.68167
H -0.29571 -2.63192 -1.54840
C -3.58978 -0.54418 2.29819
C -2.07111 -0.19203 2.19791
C -1.20047 -0.91347 3.25590
O -1.65513 -0.60252 0.88440
H -3.78957 -1.60636 2.15691
H -4.24712 0.02113 1.63756
H -3.91821 -0.26574 3.29954
H -1.83207 0.87014 2.25032
H -1.35984 -1.97357 3.05872
H -1.48994 -0.60073 4.25914
H -0.12028 -0.78417 3.18826
H -1.88264 -1.52968 0.78329
C 1.22357 2.83353 -2.69072
O 2.11790 2.02397 -2.10334
H 0.77739 2.48895 -3.62362
H 0.42445 2.96025 -1.96034
H 1.59726 3.84490 -2.85066
H 2.66494 2.65142 -1.62518
C 2.88815 1.33766 1.42046
O 2.29850 0.15458 0.93991
H 3.97566 1.30484 1.48626
H 2.66081 2.16932 0.75356
H 2.50259 1.57673 2.41156
H 2.65609 -0.57902 1.44543
C 0.26499 3.99816 1.03985
O 0.13993 2.60829 1.20679
H 0.21566 4.20415 -0.02937
H -0.51067 4.56341 1.55649
H 1.24491 4.31245 1.39912
H 0.08453 2.42388 2.14728
C -2.38574 0.93414 -3.47820
O -1.98111 0.18550 -2.36329
H -3.15539 0.35103 -3.98388
H -2.81729 1.92064 -3.30879
H -1.55533 0.99177 -4.18189
H -2.71209 -0.38833 -2.12247
*
```

* energy above the lowest of the compared OMol25 structures with the same formula, charge and spin: 0.082 eV
* gap between HOMO and LUMO (spin up / spin down): 2.397 / 10.703 eV
* expectation value of S²: 0.751

***

3.
Computed, not measured: 8 unconnected molecules or ions with the total composition C10H36N4O8 at a distorted geometry, with the ωB97M-V functional and the def2-TZVPD basis.

Structure (ORCA input):
```
! RIJCOSX wB97M-V def2-TZVPD def2/J DEFGRID3
* xyz 0 1
C -0.02658 0.83275 1.42947
C 1.11828 -0.17441 1.36825
O 0.74085 -1.30234 0.58694
H -0.24254 1.39237 0.50420
H 0.13457 1.53695 2.25282
H -0.95090 0.35180 1.75733
H 1.44152 -0.46940 2.37972
H 1.99042 0.41312 1.04627
H 1.38361 -1.96370 0.61750
C -1.13702 3.19241 -1.05778
C -1.59934 4.46011 -1.67367
O -2.95362 4.68824 -1.39363
H -0.11261 2.87763 -1.37823
H -1.77884 2.38954 -1.38544
H -1.18692 3.26994 0.04468
H -1.50209 4.42717 -2.79540
H -0.86652 5.19343 -1.36415
H -3.31561 5.39771 -1.92366
C 4.49581 -2.10793 -2.03174
O 5.62085 -2.49450 -1.35136
N 4.35179 -1.99232 -3.22494
N 3.40170 -1.76777 -1.43396
H 5.15602 -2.24002 -3.70634
H 3.52961 -1.72921 -3.77930
H 3.41049 -1.92273 -0.41631
H 2.60680 -1.11811 -1.71549
C 1.12641 0.61363 -2.18760
O 1.81230 1.31427 -1.23664
N 0.72123 -0.63216 -2.08758
N 0.95164 1.04433 -3.40397
H 0.81909 -0.88943 -1.14843
H 0.09978 -1.17255 -2.65039
H 0.98729 2.09383 -3.53811
H 0.24719 0.65489 -4.05062
C -3.23549 3.03380 1.77965
O -3.95386 2.75538 0.59243
H -3.64797 2.87396 2.74392
H -2.97471 4.05462 1.67905
H -2.38441 2.45961 1.86688
H -3.56861 3.44788 0.04186
C -2.81579 -0.33605 -0.05423
O -3.54875 -1.31149 -0.76204
H -1.75609 -0.37207 -0.42285
H -3.06658 -0.25195 0.98152
H -3.24787 0.55356 -0.47192
H -3.18982 -2.18610 -0.58435
C 2.00819 -3.90068 1.81820
O 2.88315 -3.12419 1.01144
H 1.24773 -3.30636 2.35250
H 2.50378 -4.49310 2.57764
H 1.67070 -4.68202 1.08727
H 3.38289 -3.72291 0.46834
C -1.06089 -2.35892 3.43904
O -1.19295 -3.64968 3.92002
H -1.98226 -1.87405 3.69264
H -0.74815 -2.20243 2.40053
H -0.21491 -1.90739 3.98076
H -1.58194 -3.66698 4.80931
*
```

* energy above the lowest of the compared OMol25 structures with the same formula, charge and spin: 4.886 eV
* gap between HOMO and LUMO: 8.998 eV
* SMILES: NC(N)=O.NC(N)=O.CCO.CCO.CO.CO.CO.CO

***

4.
Computed, not measured: 9 unconnected molecules or ions with the total composition C10H37Cl4F3N5O4 at a distorted geometry, with the ωB97M-V functional and the def2-TZVPD basis.

Structure (ORCA input):
```
! RIJCOSX wB97M-V def2-TZVPD def2/J DEFGRID3
* xyz 2 2
N 0.52279 3.02488 0.12322
H 0.96770 3.57436 0.84448
H -0.38926 3.27073 -0.23432
H 0.58376 2.02652 0.26344
H 1.16190 3.15661 -0.64769
N 0.77655 0.73405 -2.78155
H 1.60194 0.48452 -3.30742
H 0.60482 -0.16572 -2.35609
H 0.01990 0.92754 -3.42197
H 1.00393 1.49069 -2.15235
N 0.23493 -3.18411 -4.20790
H -0.24528 -3.93284 -3.72945
H 1.04450 -3.54045 -4.69548
H 0.52158 -2.65454 -3.39704
H -0.37803 -2.57201 -4.72722
N 3.54564 0.82462 0.09152
H 4.13487 1.17846 0.83159
H 3.96651 0.11088 -0.48600
H 3.25791 1.61720 -0.46448
H 2.65286 0.51024 0.44396
N 3.87244 -2.14039 -2.62348
H 4.53123 -2.49062 -1.94271
H 3.99126 -1.15818 -2.82652
H 2.91021 -2.20457 -2.32332
H 3.90992 -2.63162 -3.50518
O 1.06087 -1.96460 -1.88494
C 1.25429 -2.21252 -0.50066
C 0.77568 -1.14365 0.64284
O 1.01800 0.25214 0.58648
H 2.32809 -2.36926 -0.39820
H 0.86259 -3.20448 -0.27554
H 1.10151 -1.47189 1.62985
H -0.30143 -1.30589 0.68305
C -2.60589 -0.50924 2.76774
C -2.10931 0.81679 2.31037
O -3.24550 1.65348 2.14923
C -3.23083 2.86354 1.44357
O -2.19693 3.42345 1.06847
C -4.55518 3.59159 1.19728
F -4.71642 4.65008 2.04428
F -4.50629 4.09714 -0.06086
F -5.53747 2.70329 1.23446
H -3.23489 -0.97454 2.00882
H -3.32716 -0.36275 3.57174
H -1.86084 -1.16817 3.21362
H -1.71886 0.69916 1.29953
H -1.37693 1.29794 2.95861
Cl 3.56791 0.87073 3.48858
C 1.85623 0.65667 3.90981
C 1.59200 -0.72994 4.66418
Cl 0.24722 -0.73677 5.85742
H 1.23152 0.78319 3.02559
H 1.73516 1.47626 4.61813
H 2.48974 -0.97422 5.23205
H 1.29739 -1.47045 3.92056
Cl -2.56596 1.41917 -1.83699
C -2.34625 -0.26024 -1.52686
C -3.29278 -1.13268 -2.38435
Cl -3.19395 -2.82445 -1.84140
H -2.57918 -0.44151 -0.47759
H -1.26059 -0.34975 -1.48906
H -3.14927 -1.08495 -3.46381
H -4.31090 -0.81888 -2.15401
*
```

* gap between HOMO and LUMO (spin up / spin down): 4.095 / 7.340 eV
* expectation value of S²: 0.751

***

5.
Computed, not measured: 9 unconnected molecules or ions with the total composition C10H38N12O9 at a distorted geometry, with the ωB97M-V functional and the def2-TZVPD basis.

Structure (ORCA input):
```
! RIJCOSX wB97M-V def2-TZVPD def2/J DEFGRID3
* xyz 0 1
C 0.56599 -3.27633 1.18004
O -0.80733 -3.23949 0.83880
H 0.85844 -2.47231 1.86944
H 0.85231 -4.16037 1.74217
H 1.12646 -3.13256 0.25970
H -1.06300 -2.39222 0.43928
C 2.19696 0.41392 -4.75745
O 1.58710 1.07900 -5.85253
H 3.14566 -0.04236 -5.04694
H 2.54600 1.13706 -4.01134
H 1.52647 -0.34065 -4.34711
H 0.65596 1.18774 -5.65288
C 3.25339 2.08607 0.17084
O 4.03000 1.21355 0.54963
N 3.52333 2.95743 -0.86095
N 2.03033 2.29704 0.71186
H 2.86506 3.68356 -1.11212
H 4.29169 2.75515 -1.47210
H 1.42965 3.03156 0.38760
H 1.71297 1.71870 1.48095
C -3.60141 -1.55509 2.15114
O -3.13127 -0.59829 1.52457
N -4.46707 -1.30137 3.17917
N -3.40377 -2.88675 1.95777
H -4.70357 -0.35809 3.46697
H -4.88541 -2.07250 3.65870
H -2.59939 -3.18188 1.40891
H -3.67136 -3.52296 2.68074
C 0.51608 3.93300 -2.41739
O 1.27299 4.52970 -1.64409
N 0.90026 3.49927 -3.63641
N -0.77402 3.64698 -2.08977
H 0.36489 2.88037 -4.21066
H 1.83564 3.66284 -3.96416
H -1.35554 3.38712 -2.86258
H -1.10622 3.82431 -1.16495
C 0.32698 -0.03528 3.60224
O 0.83247 0.66137 2.72643
N -0.97999 -0.43082 3.57437
N 1.04687 -0.55305 4.64401
H -1.45854 -0.84112 4.34829
H -1.45569 -0.20599 2.71009
H 0.58474 -1.18934 5.25841
H 2.03677 -0.39259 4.65239
C -3.90332 2.43040 2.83904
O -4.42415 1.64146 3.63995
N -3.77218 2.11552 1.52345
N -3.43240 3.65231 3.22108
H -3.30093 2.74777 0.91169
H -3.92358 1.12735 1.35513
H -3.57783 3.90505 4.17942
H -3.17226 4.23817 2.45548
C 2.41944 -4.79398 -1.75932
O 2.49287 -5.23105 -0.61552
N 2.90738 -3.56228 -2.10058
N 1.72754 -5.41340 -2.75335
H 3.46212 -3.08219 -1.41341
H 2.92135 -3.20271 -3.03373
H 1.36873 -6.34247 -2.65774
H 1.62873 -4.95404 -3.63684
C 1.20529 -0.31656 -1.24366
C -0.15018 0.26175 -0.89479
O -0.96336 -0.67995 -0.20997
H 1.11171 -1.22225 -1.84437
H 1.64817 -0.64630 -0.30053
H 1.80811 0.45272 -1.72057
H -0.64423 0.53896 -1.84306
H -0.13925 1.20278 -0.34217
H -1.74964 -0.27134 0.17326
*
```

* energy above the lowest of the compared OMol25 structures with the same formula, charge and spin: 0.000 eV
* gap between HOMO and LUMO: 8.844 eV
* SMILES: NC(N)=O.NC(N)=O.NC(N)=O.NC(N)=O.NC(N)=O.NC(N)=O.CCO.CO.CO

***

6.
Computed, not measured: 9 unconnected molecules or ions with the total composition C10H38O14 at a distorted geometry, with the ωB97M-V functional and the def2-TZVPD basis.

Structure (ORCA input):
```
! RIJCOSX wB97M-V def2-TZVPD def2/J DEFGRID3
* xyz 0 1
O 6.89298 -20.96647 -6.78707
H 6.98208 -20.23010 -6.22166
H 5.95803 -21.25312 -6.72427
O 6.26056 -23.32728 -4.99273
H 7.15091 -23.26143 -5.30272
H 5.91133 -24.07045 -5.48148
O 4.73580 -25.24334 -6.14470
H 4.27986 -25.33631 -6.93596
H 4.22726 -25.57904 -5.41594
O 8.76510 -22.94720 -5.62156
H 8.73055 -22.03569 -5.89258
H 8.79053 -23.42421 -6.44887
C 7.91980 -21.14162 -2.82554
C 7.58444 -20.73220 -1.39856
O 7.22530 -19.36920 -1.33922
O 8.91352 -20.27619 -3.33566
H 7.10090 -21.19184 -3.56505
H 8.24589 -22.16117 -2.88129
H 8.50480 -20.85136 -0.79684
H 6.83189 -21.39889 -0.93194
H 7.63553 -18.91162 -2.07770
H 9.19367 -20.52472 -4.24062
C 6.03665 -24.29095 -1.77567
C 6.62252 -25.54257 -2.54130
O 7.67962 -26.15549 -1.79525
O 5.13376 -23.69656 -2.59336
H 6.73719 -23.50619 -1.65127
H 5.60240 -24.50220 -0.84742
H 6.89357 -25.26490 -3.52371
H 5.83593 -26.23823 -2.65693
H 8.51957 -25.70064 -1.97156
H 5.61174 -23.61901 -3.45319
C 7.80964 -23.93406 -9.31045
C 6.30989 -23.82617 -8.83563
O 5.40014 -23.56368 -9.86739
O 8.68423 -24.08006 -8.18695
H 8.00051 -23.03517 -9.87326
H 7.97722 -24.77900 -10.01265
H 6.26556 -23.03456 -8.03768
H 6.10322 -24.69606 -8.24305
H 4.53841 -23.75787 -9.55529
H 9.57213 -23.91718 -8.59399
C 11.07498 -22.45635 -2.44003
C 11.00872 -23.78790 -3.21102
O 9.66167 -24.16537 -3.41661
O 12.27190 -22.35314 -1.70529
H 10.32972 -22.36738 -1.70582
H 10.94023 -21.63765 -3.09581
H 11.40936 -24.54719 -2.57133
H 11.53556 -23.76417 -4.18290
H 9.47719 -23.76714 -4.31999
H 12.97550 -22.40981 -2.35086
C 3.43250 -21.99966 -7.11208
C 1.95412 -22.15633 -6.63670
O 1.16763 -22.79957 -7.61415
O 4.09427 -21.02628 -6.38358
H 3.41261 -21.75081 -8.17570
H 3.99611 -22.90617 -7.02183
H 1.53669 -21.17834 -6.41165
H 1.88458 -22.66013 -5.68913
H 0.27574 -22.89915 -7.25762
H 3.53643 -20.27506 -6.20411
*
```

* energy above the lowest of the compared OMol25 structures with the same formula, charge and spin: 1.806 eV
* gap between HOMO and LUMO: 8.831 eV
* SMILES: OCCO.OCCO.OCCO.OCCO.OCCO.O.O.O.O

***

> Which formula does entry 5 have?

C10H38N12O9